Record 1
A 18-piece molecular cluster, C42H127N7O25 overall at a distorted geometry. Source: the Open Molecules 2025 dataset; level of theory: ωB97M-V/def2-TZVPD.

Atoms and positions in Å:
C (8.2202, -0.8654, -9.6942)
O (8.4406, 0.5681, -9.7071)
C (9.8183, 0.9371, -10.0478)
C (10.1141, 2.4032, -10.4749)
N (9.2421, 3.1819, -9.6113)
C (9.0565, 4.6245, -9.9897)
C (8.1532, 5.3894, -8.9875)
O (7.1875, 6.1116, -9.6739)
C (6.0986, 6.3546, -8.8579)
H (8.2991, -1.2801, -10.6991)
H (7.3026, -1.1316, -9.1696)
H (8.9169, -1.3828, -9.0345)
H (10.3428, 0.4083, -10.8436)
H (10.2594, 0.7585, -9.0672)
H (9.7233, 2.6262, -11.4676)
H (11.1642, 2.6934, -10.4408)
H (8.3704, 2.7334, -9.3680)
H (8.6587, 4.7740, -10.9934)
H (10.0211, 5.1313, -9.9591)
H (8.8910, 6.0234, -8.4959)
H (7.6884, 4.6041, -8.3914)
H (5.7247, 5.4074, -8.4692)
H (5.2528, 6.8850, -9.2954)
H (6.3226, 7.0524, -8.0511)
C (16.1488, 3.1695, -5.8640)
O (17.4942, 3.5373, -5.8427)
C (17.7721, 4.4614, -4.7904)
C (19.0389, 5.1694, -5.0347)
N (20.2882, 4.4213, -5.1664)
C (20.7062, 3.8495, -3.8636)
C (21.1028, 4.8660, -2.7858)
O (22.6054, 4.8895, -2.6657)
C (23.2228, 6.0645, -3.2890)
H (15.5334, 4.0426, -6.0814)
H (15.8347, 2.7172, -4.9233)
H (15.9418, 2.5714, -6.7514)
H (17.7755, 3.8923, -3.8608)
H (16.9995, 5.2293, -4.7529)
H (19.0589, 6.0330, -4.3699)
H (18.9481, 5.6593, -6.0041)
H (20.3145, 3.6851, -5.8574)
H (21.5616, 3.1774, -3.9322)
H (19.9684, 3.1507, -3.4692)
H (20.6762, 4.5561, -1.8318)
H (20.7178, 5.8242, -3.1346)
H (23.1116, 6.0261, -4.3727)
H (24.2903, 6.1115, -3.0735)
H (22.7522, 6.9853, -2.9445)
C (4.6182, -0.2474, -10.1126)
O (3.8087, -0.4620, -9.0094)
C (3.2393, -1.7630, -8.9136)
C (4.0310, -2.2057, -7.6672)
N (5.3517, -2.7415, -8.1319)
C (6.4274, -2.4441, -7.2518)
C (6.5412, -1.0804, -6.6109)
O (7.9137, -0.7383, -6.3052)
C (8.0066, 0.6796, -5.9184)
H (3.8854, -0.1528, -10.9139)
H (5.3475, -1.0429, -10.2655)
H (5.2559, 0.6126, -9.9077)
H (3.4453, -2.4074, -9.7683)
H (2.1787, -1.8439, -8.6755)
H (3.5188, -2.9877, -7.1067)
H (4.1628, -1.3278, -7.0347)
H (5.5610, -2.3296, -9.0300)
H (7.3766, -2.6358, -7.7520)
H (6.4341, -3.1828, -6.4503)
H (5.9055, -0.8944, -5.7451)
H (6.0883, -0.3784, -7.3110)
H (7.9888, 1.3108, -6.8068)
H (8.9784, 1.0172, -5.5582)
H (7.1752, 0.9122, -5.2529)
C (15.3752, -5.9831, -10.7972)
O (15.5551, -4.6243, -11.2468)
C (14.5763, -3.6393, -10.8549)
C (13.2517, -3.8408, -11.4458)
N (12.8994, -3.0152, -12.6037)
C (11.5771, -3.4713, -13.1576)
C (11.1560, -2.6416, -14.4205)
O (12.0657, -2.6431, -15.4941)
C (12.1904, -3.8790, -16.1168)
H (14.4687, -6.5662, -10.9595)
H (15.8899, -6.1987, -9.8609)
H (16.1039, -6.3758, -11.5063)
H (14.9810, -2.7614, -11.3587)
H (14.6232, -3.4792, -9.7778)
H (12.4996, -3.5849, -10.6995)
H (13.1220, -4.9140, -11.5853)
H (13.5805, -3.1188, -13.3423)
H (10.8100, -3.3502, -12.3928)
H (11.5809, -4.5364, -13.3895)
H (11.1903, -1.6283, -14.0204)
H (10.1207, -2.7046, -14.7557)
H (12.8810, -3.7517, -16.9505)
H (11.2937, -4.0828, -16.7021)
H (12.4412, -4.8013, -15.5929)
C (16.7706, 0.9353, -3.0486)
O (15.5626, 0.5322, -3.6096)
C (14.4449, 0.6778, -2.8240)
C (13.2062, 0.0213, -3.4434)
N (12.7085, 0.4083, -4.7804)
C (11.4833, -0.3057, -5.2500)
C (11.6453, -1.9513, -5.3666)
O (12.4921, -2.3023, -6.4855)
C (11.9120, -2.1110, -7.7921)
H (17.0660, 0.2801, -2.2291)
H (16.7259, 1.9313, -2.6081)
H (17.5282, 0.9959, -3.8298)
H (14.3314, 1.7618, -2.8122)
H (14.6503, 0.4452, -1.7791)
H (12.3553, 0.2407, -2.7985)
H (13.3992, -1.0513, -3.4284)
H (13.2821, -0.2005, -5.3464)
H (11.1340, 0.1715, -6.1656)
H (10.6134, -0.1040, -4.6250)
H (10.6832, -2.3095, -5.7328)
H (12.0308, -2.3731, -4.4384)
H (12.6691, -2.2522, -8.5634)
H (11.5697, -1.1256, -8.1079)
H (11.1625, -2.8960, -7.8931)
C (13.6971, 7.4109, -9.0253)
O (13.2134, 6.6462, -8.0021)
C (13.9598, 6.8485, -6.7629)
C (13.2221, 5.9962, -5.7033)
N (13.5111, 6.2892, -4.3183)
C (12.8688, 5.2798, -3.4843)
C (13.3194, 5.7327, -1.9899)
O (12.9825, 4.6786, -1.0942)
C (12.5175, 5.1979, 0.1289)
H (13.0995, 7.4558, -9.9358)
H (14.7219, 7.1387, -9.2778)
H (13.8018, 8.3766, -8.5307)
H (13.9586, 7.8909, -6.4445)
H (14.9472, 6.4206, -6.9364)
H (13.4140, 4.9269, -5.7919)
H (12.1507, 6.1446, -5.8383)
H (14.5148, 6.3146, -4.2087)
H (13.1644, 4.2542, -3.7055)
H (11.8150, 5.5513, -3.5464)
H (12.9493, 6.7379, -1.7881)
H (14.4077, 5.7028, -1.9372)
H (13.3143, 5.8391, 0.5059)
H (12.3746, 4.4544, 0.9131)
H (11.5549, 5.6541, -0.1019)
C (9.6066, 10.7396, -13.1357)
O (9.2467, 9.4658, -13.5410)
C (9.4749, 9.2772, -14.9375)
C (9.2359, 7.8726, -15.2559)
N (10.3014, 7.0525, -14.6300)
C (9.8520, 5.7168, -14.2713)
C (11.0596, 5.0374, -13.5169)
O (11.2153, 5.6175, -12.1813)
C (12.3150, 5.0969, -11.4112)
H (10.3996, 11.1452, -13.7641)
H (9.9948, 10.7248, -12.1172)
H (8.7342, 11.3929, -13.1512)
H (10.5267, 9.4736, -15.1453)
H (8.7219, 9.8143, -15.5142)
H (9.1774, 7.5898, -16.3069)
H (8.2739, 7.6732, -14.7838)
H (10.6869, 7.5773, -13.8580)
H (9.4623, 5.1619, -15.1246)
H (8.9704, 5.7439, -13.6309)
H (11.9408, 5.0088, -14.1578)
H (10.8916, 3.9667, -13.4009)
H (12.4208, 4.0303, -11.6093)
H (12.1521, 4.9684, -10.3412)
H (13.2042, 5.7001, -11.5948)
O (12.9677, -0.1876, -11.9419)
H (12.6814, 0.0568, -11.0618)
H (12.7805, -1.1243, -12.0037)
O (15.4392, 1.1282, -10.2599)
H (14.8882, 0.6449, -10.8756)
H (16.3097, 0.7441, -10.3645)
O (15.9713, -0.3631, -6.1805)
H (15.6972, -0.2038, -5.2773)
H (15.9971, -1.3167, -6.2588)
O (17.9242, 0.3786, -10.8707)
H (18.1542, -0.4053, -11.3695)
H (18.6524, 0.4972, -10.2609)
O (18.0324, 0.9177, -7.1485)
H (18.1344, 1.8623, -7.0316)
H (17.2115, 0.7081, -6.7030)
O (13.6075, -0.5630, -14.5114)
H (12.8005, -1.0488, -14.3409)
H (13.8146, -0.1415, -13.6774)
O (13.5185, 4.0484, -8.3722)
H (14.4123, 4.0645, -8.7145)
H (13.3003, 4.9692, -8.2278)
O (10.5285, 2.7683, -4.6473)
H (10.4600, 2.9485, -5.5849)
H (11.3105, 2.2225, -4.5643)
O (12.6588, 1.0882, -9.1673)
H (12.3429, 1.5141, -8.3705)
H (13.6100, 1.1894, -9.1327)
O (15.5629, 4.0871, -10.0282)
H (15.5684, 4.5865, -10.8448)
H (15.4957, 3.1736, -10.3060)
O (10.9618, 3.6377, -7.0805)
H (11.8540, 3.3467, -7.2689)
H (10.5750, 3.7982, -7.9412)

Forces on atoms 1 to 2 (eV/Å):
C 0.809 0.784 0.477
O -0.023 -0.323 -1.454

The HOMO energy comes out at -8.37 eV. The calculation puts the HOMO-LUMO gap at 8.76 eV. Its maximum force is 4.0 eV/Å.

***

Record 2
A 2-piece molecular cluster, C6H7Br overall at a distorted geometry. Source: the Open Molecules 2025 dataset; level of theory: ωB97M-V/def2-TZVPD.

Atoms and positions in Å:
C (0.5032, -0.9969, -0.0574)
C (0.7596, -2.1892, 0.3605)
C (-1.5505, 0.8715, -0.3262)
C (-0.7189, 1.3204, 0.9529)
C (1.0354, 0.1081, -0.8164)
C (-0.1909, 0.2487, 0.0464)
Br (2.7774, 0.7608, -0.2200)
H (0.0831, -2.9272, 0.9543)
H (1.6932, -2.7361, -0.0522)
H (-2.4316, 0.4226, -0.0713)
H (-1.4824, 1.3987, -1.3606)
H (-0.1710, 2.2368, 1.1993)
H (-1.2720, 1.0120, 1.8628)
H (0.9653, 0.4697, -2.4722)

Forces on atoms 1 to 2 (eV/Å):
C 0.508 1.685 -0.915
C 0.894 -5.410 0.663

The HOMO energy (spin up / spin down) comes out at -6.41 / -9.48 eV. The calculation puts the HOMO-LUMO gap (spin up / spin down) at 6.79 / 6.23 eV. Its maximum force is 5.5 eV/Å. The spin multiplicity is 3.

***

Record 3
C34H41CoGeNO4SSb as an isolated structure at a distorted geometry. Source: the Open Molecules 2025 dataset; level of theory: ωB97M-V/def2-TZVPD.

Atoms and positions in Å:
Co (0.1862, 0.2714, -1.4062)
C (-6.0895, -5.2800, -1.6699)
C (-4.8450, -4.4469, -1.6950)
C (-4.3968, -3.8033, -0.5461)
C (-3.2719, -2.9944, -0.5802)
C (-2.5864, -2.8276, -1.7681)
C (-3.0024, -3.4751, -2.9171)
C (-4.1276, -4.2811, -2.8782)
S (-1.0873, -1.8412, -1.7992)
O (-0.8935, -1.3432, -0.4184)
O (0.0004, -2.6441, -2.2767)
N (-1.2278, -0.5513, -2.7439)
C (-2.4469, 0.1713, -2.7140)
C (-2.3588, 1.4876, -1.8297)
O (-3.3303, 2.2081, -1.7862)
O (-1.2525, 1.6559, -1.2332)
H (-6.3140, -5.6205, -0.6621)
H (-5.9926, -6.1379, -2.3304)
H (-6.9317, -4.6821, -2.0190)
H (-4.9255, -3.9461, 0.3864)
H (-2.9104, -2.4957, 0.3056)
H (-2.4313, -3.3464, -3.8228)
H (-4.4466, -4.7990, -3.7719)
H (-3.2694, -0.4300, -2.3010)
H (-2.7036, 0.5120, -3.7243)
C (1.4582, 3.7066, -2.8677)
Ge (1.9400, 1.9361, -3.6293)
C (0.7368, 1.4176, -5.1152)
C (3.8185, 2.0230, -4.3436)
C (1.9791, 0.6122, -2.1696)
H (1.5113, 4.4955, -3.6120)
H (2.1273, 3.9604, -2.0498)
H (0.4470, 3.6640, -2.4755)
H (0.8041, 2.1201, -5.9417)
H (-0.2863, 1.3877, -4.7573)
H (0.9957, 0.4282, -5.4797)
H (3.8962, 2.7298, -5.1626)
H (4.1216, 1.0466, -4.7070)
H (4.5066, 2.3291, -3.5626)
H (2.6840, 0.9852, -1.4216)
H (2.3373, -0.3512, -2.5445)
C (2.4728, 0.4902, 4.0105)
C (1.0526, 0.5982, 4.4672)
C (0.7633, 0.5840, 5.8278)
C (-0.5361, 0.6969, 6.2898)
C (-1.5782, 0.8310, 5.3895)
C (-1.3019, 0.8358, 4.0335)
C (-0.0019, 0.7170, 3.5669)
Sb (0.2642, 0.6191, 1.3884)
C (1.3973, -1.2353, 1.3499)
C (2.5297, -1.3395, 0.5578)
C (3.0764, -2.5708, 0.2408)
C (2.4953, -3.7186, 0.7451)
C (1.3745, -3.6187, 1.5511)
C (0.7903, -2.3915, 1.8421)
C (-0.4853, -2.3522, 2.6285)
C (1.5078, 2.4135, 1.2550)
C (2.8736, 2.3809, 1.0300)
C (3.5950, 3.5547, 0.8769)
C (2.9458, 4.7734, 0.9589)
C (1.5836, 4.8088, 1.1988)
C (0.8450, 3.6390, 1.3376)
C (-0.6306, 3.7182, 1.5732)
H (3.1461, 0.4096, 4.8605)
H (2.7459, 1.3734, 3.4357)
H (2.6072, -0.3850, 3.3745)
H (1.5750, 0.4832, 6.5369)
H (-0.7332, 0.6729, 7.3514)
H (-2.5966, 0.9249, 5.7395)
H (-2.1122, 0.9316, 3.3199)
H (2.9964, -0.4471, 0.1704)
H (3.9288, -2.6271, -0.4216)
H (2.8944, -4.6911, 0.4899)
H (0.9223, -4.5233, 1.9352)
H (-0.8889, -3.3558, 2.7398)
H (-1.2177, -1.7368, 2.1032)
H (-0.3314, -1.9342, 3.6236)
H (3.3955, 1.4346, 0.9873)
H (4.6582, 3.5151, 0.6870)
H (3.4963, 5.6946, 0.8299)
H (1.0801, 5.7639, 1.2680)
H (-0.9633, 4.7535, 1.5952)
H (-0.8922, 3.2538, 2.5256)
H (-1.1655, 3.2008, 0.7740)

Forces on atoms 1 to 2 (eV/Å):
Co -1.704 0.974 -0.054
C 0.014 0.083 -0.034

The HOMO energy (spin up / spin down) comes out at -8.30 / -8.31 eV. The calculation puts the HOMO-LUMO gap (spin up / spin down) at 8.71 / 5.80 eV. Its maximum force is 2.5 eV/Å. The spin multiplicity is 5.

***

Among the records above, which one has the lowest maximum force? C34H41CoGeNO4SSb

***

Look up the maximum force of the second one. 5.5 eV/Å